Below is 10 unconnected molecules or ions with the total composition C26H72O10, with properties calculated with ωB97M-V/def2-TZVPD.

The value obtained for the energy is -48602.0893 eV. For the orbital gap, the calculation gives 10.4 eV. For the LUMO energy, the calculation gives 0.6 eV. The calculation puts the energy above the lowest of the compared OMol25 structures with the same formula, charge and spin at 147.7 kJ/mol. As for the SMILES: CC(C)O.CC(C)O.CC(C)O.CC(C)O.CC(C)O.CC(C)O.CC(C)O.CCO.CCO.CO.

```
! wB97M-V def2-TZVPD RIJCOSX def2/J DEFGRID3
* xyz 0 1
C 1.25 -3.79 -1.49
C 0.10 -2.82 -1.34
O -1.14 -3.44 -1.10
H 1.24 -4.54 -0.68
H 2.23 -3.25 -1.65
H 0.97 -4.52 -2.34
H 0.12 -2.09 -2.23
H 0.34 -2.19 -0.45
H -1.92 -2.84 -1.42
C -3.15 -3.63 -4.57
C -3.85 -2.51 -3.81
O -2.94 -1.94 -2.91
H -2.75 -4.44 -3.92
H -2.41 -3.24 -5.26
H -3.93 -4.16 -5.19
H -4.76 -2.95 -3.31
H -4.22 -1.71 -4.54
H -3.03 -0.97 -2.85
C -0.54 0.52 -0.24
O -1.00 1.53 -1.20
H 0.29 -0.08 -0.70
H -0.08 1.05 0.64
H -1.36 -0.11 0.04
H -0.12 1.88 -1.47
C 2.80 -0.86 1.97
C 2.01 -0.60 3.23
C 3.01 -0.09 4.31
O 0.98 0.35 2.92
H 3.19 0.02 1.50
H 2.04 -1.27 1.27
H 3.62 -1.54 2.19
H 1.58 -1.55 3.62
H 2.45 0.21 5.29
H 3.63 0.76 4.08
H 3.53 -1.03 4.53
H 0.16 0.24 3.41
C -3.28 1.89 4.54
C -2.10 1.34 3.71
C -1.18 2.54 3.56
O -1.48 0.26 4.43
H -4.21 1.35 4.45
H -3.60 2.85 4.06
H -2.98 2.15 5.61
H -2.50 0.92 2.76
H -0.93 2.67 4.62
H -1.81 3.44 3.23
H -0.31 2.22 2.96
H -1.91 -0.59 4.29
C -5.54 0.87 -1.96
C -4.23 1.18 -1.35
C -3.97 0.27 -0.11
O -3.22 0.75 -2.34
H -5.55 1.48 -2.90
H -6.27 1.09 -1.16
H -5.55 -0.22 -2.21
H -4.18 2.28 -1.23
H -4.85 -0.11 0.38
H -3.39 0.72 0.71
H -3.45 -0.66 -0.49
H -2.32 1.03 -2.02
C 0.63 1.05 -4.15
C 0.88 2.56 -3.82
C -0.34 3.42 -3.76
O 1.48 2.60 -2.50
H 1.56 0.49 -4.09
H 0.26 1.01 -5.20
H -0.16 0.65 -3.57
H 1.62 3.02 -4.47
H -0.10 4.41 -3.43
H -1.02 3.02 -3.07
H -0.78 3.47 -4.79
H 2.40 2.39 -2.54
C -2.44 -2.92 2.43
C -1.01 -3.49 2.40
C -0.70 -4.10 3.69
O -0.90 -4.52 1.40
H -2.69 -2.30 3.30
H -3.14 -3.76 2.51
H -2.57 -2.28 1.60
H -0.28 -2.71 2.18
H -0.86 -3.46 4.54
H 0.36 -4.49 3.71
H -1.30 -4.97 3.80
H -1.09 -3.99 0.63
C 3.71 -0.77 -2.34
C 4.80 0.16 -1.83
C 6.07 0.03 -2.70
O 4.35 1.51 -1.95
H 4.21 -1.73 -2.48
H 3.30 -0.42 -3.27
H 2.94 -0.88 -1.58
H 5.15 0.03 -0.80
H 6.72 0.87 -2.60
H 5.82 -0.09 -3.77
H 6.51 -0.92 -2.31
H 4.09 1.77 -1.09
C 3.04 3.24 2.94
C 2.74 2.92 1.46
C 1.87 3.98 0.79
O 4.00 2.69 0.81
H 3.46 2.43 3.44
H 2.14 3.45 3.54
H 3.76 4.12 3.05
H 2.38 1.90 1.35
H 0.92 4.24 1.33
H 1.73 3.86 -0.24
H 2.50 4.87 0.86
H 4.47 3.51 0.71
*
```